1.
The following is a quantum chemistry calculation of C32H19BrF4InN6PS2 as an isolated structure, from OMol25.

Summary:
* F_max: 0.74 eV/A
* molar mass: 853.37 g/mol
* ΔE to the lowest compared entry with this formula, charge and spin: 19.6 kcal per mole
* highest occupied orbital energy: -2.2 eV

Structure (ORCA input):
```
! RIJCOSX wB97M-V def2-TZVPD def2/J DEFGRID3
* xyz -2 1
In -1.32 -0.82 -1.52
F 5.75 -0.64 3.47
C 4.54 -0.57 2.92
C 3.57 0.24 3.45
F 3.85 0.97 4.55
C 2.32 0.30 2.89
F 1.43 1.07 3.55
C 1.95 -0.39 1.74
P 0.33 -0.14 0.65
C -0.24 -1.81 1.45
C -0.27 -1.81 2.85
C -0.71 -2.92 3.55
C -1.10 -4.07 2.87
C -1.05 -4.09 1.48
C -0.63 -2.96 0.79
C -0.81 0.94 1.61
C -2.13 0.56 1.89
C -2.99 1.44 2.52
C -2.55 2.72 2.86
C -1.27 3.12 2.53
C -0.40 2.23 1.89
C 2.96 -1.26 1.25
Br 2.71 -2.40 -0.24
C 4.21 -1.34 1.83
F 5.16 -2.15 1.34
H 0.04 -0.93 3.40
H -0.76 -2.89 4.63
H -1.45 -4.94 3.41
H -1.33 -4.98 0.93
H -0.60 -3.00 -0.29
H -2.48 -0.42 1.60
H -4.00 1.13 2.75
H -3.22 3.41 3.37
H -0.93 4.13 2.75
H 0.59 2.55 1.60
S -1.81 0.24 -3.84
C -3.43 -0.33 -3.57
S -3.88 -0.89 -2.00
C -4.36 -0.31 -4.60
C -5.72 -0.73 -4.42
N -6.82 -1.05 -4.33
C -4.03 0.14 -5.92
N -3.81 0.49 -7.00
C 3.62 0.96 -1.64
C 2.65 2.11 -1.62
C 3.02 3.34 -2.14
C 2.13 4.41 -2.15
C 0.84 4.19 -1.73
C 0.40 2.96 -1.23
C -1.08 2.81 -1.01
C 1.36 1.91 -1.05
N 1.26 0.77 -0.28
H 4.46 1.18 -2.32
H 3.13 0.05 -1.98
H 4.03 0.75 -0.65
H 4.02 3.47 -2.54
H 2.45 5.39 -2.51
H 0.10 4.99 -1.81
H -1.50 3.69 -0.50
H -1.33 1.94 -0.42
H -1.59 2.71 -1.97
N -0.78 -7.36 -2.12
C -0.61 -6.29 -2.54
N -0.36 -5.12 -3.08
C -0.66 -3.92 -2.76
N -0.88 -2.80 -2.54
*
```

Löwdin population analysis, charges in e, atoms 1 to 8:
1 In 0.455
2 F 0.104
3 C -0.160
4 C -0.152
5 F 0.106
6 C -0.209
7 F 0.069
8 C -0.177

=====

2.
The following is a quantum chemistry calculation of C32H19Cl2MgN5O8 as an isolated structure, from OMol25.

Summary:
* F_max: 0.16 eV/A
* molar mass: 696.74 g/mol
* ΔE to the lowest compared entry with this formula, charge and spin: 2.7 kcal per mole
* highest occupied orbital energy: -2.3 eV

Structure (ORCA input):
```
! RIJCOSX wB97M-V def2-TZVPD def2/J DEFGRID3
* xyz -2 1
Mg 0.55 -0.64 0.53
Cl -0.10 -4.82 -4.94
C 0.56 -4.07 -3.50
C -0.31 -3.40 -2.66
C 0.16 -2.75 -1.52
N -0.64 -1.95 -0.68
C -1.96 -2.17 -0.63
O -2.63 -3.09 -1.12
C -2.75 -1.12 0.13
C -3.45 -1.49 1.28
C -4.18 -0.53 1.95
C -4.22 0.76 1.44
C -3.51 1.02 0.28
N -2.77 0.11 -0.36
C 1.55 -2.81 -1.23
C 2.40 -3.51 -2.08
C 1.91 -4.13 -3.22
Cl 3.02 -4.98 -4.26
N 1.95 -2.10 -0.10
C 3.14 -2.23 0.46
O 4.12 -2.92 0.15
C 3.27 -1.37 1.71
C 4.45 -1.38 2.44
C 4.53 -0.62 3.59
C 3.42 0.13 3.98
C 2.29 0.09 3.19
N 2.22 -0.64 2.08
H -1.36 -3.37 -2.89
H -3.39 -2.51 1.62
H -4.70 -0.78 2.87
H -4.77 1.55 1.93
H -3.51 2.02 -0.14
H 3.45 -3.55 -1.85
H 5.26 -1.99 2.08
H 5.43 -0.60 4.19
H 3.44 0.74 4.88
H 1.40 0.64 3.45
O 2.62 1.98 -1.74
C 1.67 1.21 -1.59
O 1.08 0.96 -0.48
C 1.10 0.51 -2.81
C -0.27 0.31 -2.94
C -0.78 -0.33 -4.06
C 0.08 -0.82 -5.04
C 1.45 -0.64 -4.90
C 1.96 0.04 -3.80
H -0.94 0.63 -2.15
H -1.85 -0.50 -4.14
H -0.31 -1.37 -5.88
H 2.13 -1.04 -5.65
H 3.02 0.21 -3.69
O -1.47 0.41 4.00
C -1.14 0.78 2.87
O -0.61 0.07 1.96
C -1.35 2.26 2.52
C -2.14 3.03 3.36
C -2.38 4.36 3.08
C -1.79 4.91 1.95
C -0.98 4.17 1.10
C -0.77 2.83 1.39
N -2.04 6.33 1.64
O -2.76 6.96 2.40
O -1.52 6.80 0.66
H -2.57 2.55 4.23
H -3.01 4.98 3.71
H -0.54 4.63 0.24
H -0.14 2.23 0.74
*
```

Löwdin population analysis, charges in e, atoms 1 to 8:
1 Mg 0.661
2 Cl 0.597
3 C -0.692
4 C -0.057
5 C -0.194
6 N 0.079
7 C -0.487
8 O 0.002

=====

3.
The following is a quantum chemistry calculation of C32H20B3N4O24V as an isolated structure at a distorted geometry, from OMol25.

Summary:
* F_max: 5.14 eV/A
* molar mass: 927.90 g/mol
* ΔE to the lowest compared entry with this formula, charge and spin: 90.4 kcal per mole
* highest occupied orbital energy (alpha / beta): -6.9 / -7.3 eV

Structure (ORCA input):
```
! RIJCOSX wB97M-V def2-TZVPD def2/J DEFGRID3
* xyz -1 4
V 0.03 -0.29 -0.58
O -1.32 -1.11 -2.22
C -2.09 -1.27 -3.22
O -3.06 -0.56 -3.65
B -3.92 -1.33 -4.47
O -3.14 -2.51 -4.81
C -2.08 -2.53 -4.08
O -1.14 -3.37 -3.98
O -4.26 -0.48 -5.56
C -5.54 -0.52 -5.80
O -6.07 -0.14 -6.84
C -6.22 -1.25 -4.66
O -5.24 -1.77 -3.93
O -7.44 -1.52 -4.46
O 0.38 -0.21 1.82
C 0.55 0.12 3.01
O 0.10 1.21 3.58
B 0.66 1.32 4.96
O 1.20 0.01 5.24
C 1.35 -0.68 4.07
O 1.91 -1.75 3.91
O 1.57 2.48 5.24
C 1.16 3.14 6.31
O 1.69 4.11 6.86
C -0.16 2.47 6.81
O -0.45 1.50 5.98
O -0.77 2.85 7.76
O 4.56 1.95 -1.46
C 4.40 1.92 -0.24
O 5.15 2.40 0.65
B 4.39 2.47 1.94
O 3.09 1.81 1.68
C 3.09 1.38 0.46
O 2.16 0.78 -0.03
O 4.03 3.87 2.44
C 4.56 3.97 3.65
O 4.66 5.00 4.36
C 5.32 2.64 4.01
O 5.16 1.81 3.03
O 5.93 2.47 5.07
N 0.90 0.39 -2.50
C 2.15 0.13 -3.05
C 2.79 0.82 -4.11
C 2.08 1.75 -4.79
C 0.80 2.03 -4.36
C 0.26 1.40 -3.25
H 2.73 -0.60 -2.51
H 3.79 0.53 -4.40
H 2.48 2.28 -5.65
H 0.30 2.79 -4.93
H -0.70 1.77 -2.94
N 1.41 -1.95 -0.55
C 1.50 -2.87 -1.61
C 2.35 -3.97 -1.66
C 3.15 -4.16 -0.54
C 3.16 -3.32 0.56
C 2.22 -2.29 0.54
H 0.81 -2.78 -2.43
H 2.36 -4.60 -2.55
H 3.67 -5.10 -0.47
H 3.77 -3.61 1.40
H 2.23 -1.63 1.39
N -1.37 -2.06 0.60
C -1.47 -3.38 0.27
C -2.41 -4.22 0.90
C -3.31 -3.71 1.84
C -3.18 -2.39 2.15
C -2.18 -1.61 1.54
H -0.72 -3.76 -0.41
H -2.36 -5.29 0.76
H -4.00 -4.30 2.42
H -3.91 -1.89 2.76
H -2.10 -0.57 1.82
N -1.67 1.18 -0.25
C -2.96 0.98 -0.49
C -3.97 1.97 -0.34
C -3.68 3.22 0.19
C -2.42 3.49 0.59
C -1.45 2.49 0.31
H -3.25 0.03 -0.91
H -4.97 1.58 -0.40
H -4.52 3.76 0.59
H -2.08 4.37 1.11
H -0.42 2.72 0.53
*
```

Löwdin population analysis, charges in e, atoms 1 to 8:
1 V 0.852
2 O -0.004
3 C -0.292
4 O 0.295
5 B -0.960
6 O 0.291
7 C -0.344
8 O 0.091

=====

4.
The following is a quantum chemistry calculation of C32H20BrF12N3O7Pd as an isolated structure, from OMol25.

Summary:
* F_max: 0.42 eV/A
* molar mass: 972.83 g/mol
* ΔE to the lowest compared entry with this formula, charge and spin: 0.0 kcal per mole
* highest occupied orbital energy (alpha / beta): -8.4 / -9.3 eV

Structure (ORCA input):
```
! RIJCOSX wB97M-V def2-TZVPD def2/J DEFGRID3
* xyz 0 5
Pd 0.57 -0.36 -0.96
C -5.94 1.03 -1.03
C -4.48 1.09 -0.69
C -4.02 0.72 0.57
C -2.67 0.77 0.87
C -1.75 1.19 -0.09
N -0.38 1.21 0.23
C 0.04 1.78 1.38
C -0.83 2.66 2.09
C -0.53 3.11 3.35
C 0.66 2.72 3.96
C 1.01 3.17 5.34
C 1.58 1.97 3.22
C 1.35 1.54 1.93
C 2.48 1.00 1.04
O 2.18 -0.11 0.31
C 2.95 2.21 0.16
F 4.23 2.09 -0.25
F 2.87 3.39 0.80
F 2.21 2.31 -0.95
C 3.70 0.52 1.89
F 4.35 1.54 2.50
F 3.30 -0.32 2.85
F 4.59 -0.12 1.15
C -2.18 1.49 -1.39
C -3.55 1.47 -1.65
C -1.14 1.81 -2.46
O -0.04 1.00 -2.40
C -1.69 1.56 -3.90
F -2.27 0.35 -3.97
F -2.62 2.46 -4.29
F -0.71 1.60 -4.80
C -0.73 3.30 -2.33
F -1.79 4.13 -2.45
F 0.17 3.65 -3.26
F -0.18 3.55 -1.13
H -6.56 1.14 -0.15
H -6.18 0.07 -1.49
H -6.21 1.81 -1.74
H -4.72 0.38 1.33
H -2.31 0.46 1.84
H -1.75 2.97 1.61
H -1.22 3.76 3.86
H 0.15 3.59 5.85
H 1.79 3.93 5.31
H 1.39 2.34 5.94
H 2.54 1.78 3.68
H -3.91 1.74 -2.63
O 4.25 -0.85 -6.17
C 3.59 -0.76 -5.00
C 4.12 -0.13 -3.87
C 3.35 -0.09 -2.73
N 2.13 -0.61 -2.66
C 1.67 -1.24 -3.73
Br -0.01 -2.08 -3.52
C 2.33 -1.35 -4.93
H 5.11 -0.41 -6.10
H 5.11 0.31 -3.89
H 3.73 0.36 -1.82
H 1.91 -1.87 -5.77
O 0.99 -2.58 -0.40
C 0.01 -2.52 0.37
O -0.68 -1.46 0.46
C -0.38 -3.71 1.19
C -1.29 -3.58 2.23
C -1.61 -4.68 3.01
C -1.02 -5.89 2.70
C -0.12 -6.05 1.66
C 0.21 -4.94 0.90
N -1.36 -7.07 3.52
O -2.14 -6.91 4.44
O -0.87 -8.13 3.21
H -1.73 -2.61 2.43
H -2.30 -4.62 3.83
H 0.31 -7.02 1.46
H 0.92 -5.00 0.09
*
```

Löwdin population analysis, charges in e, atoms 1 to 8:
1 Pd 1.276
2 C -0.041
3 C -0.244
4 C -0.016
5 C -0.022
6 C -0.227
7 N 0.093
8 C -0.181